[1]
DFT (the ωB97M-V functional and the def2-TZVPD basis) results for a 2-piece molecular cluster, C2H3BrClP overall.

```
8
Properties=species:S:1:pos:R:3:forces:R:3
C -1.197591 -0.266011 0.247014 0.572 0.282 0.093
Br -2.031411 -1.793928 -0.354127 0.081 0.394 0.182
H 1.486602 -0.386864 -1.358915 0.097 -0.091 -0.545
P -1.367028 1.079346 1.216094 -0.550 -1.093 -0.628
H 1.235549 -0.623811 0.449390 -0.083 -1.470 1.693
Cl 1.246434 1.624000 -0.071953 0.924 0.144 -0.381
C 1.497995 -0.041822 -0.353753 -0.612 1.606 -0.829
H -2.699650 0.638225 1.403631 -0.430 0.228 0.416
```
Positions in Å, forces in eV/Å.

Values from the calculation:
2S+1: 1
ΔE to the lowest compared entry with this formula, charge and spin: 4.3057 eV

=====

[2]
DFT (the ωB97M-V functional and the def2-TZVPD basis) results for a 2-piece molecular cluster, C2H3BrClP overall.

```
8
Properties=species:S:1:pos:R:3:forces:R:3
H 0.892528 1.726040 1.066130 -0.142 0.008 0.121
H 1.164464 1.628334 -0.790536 -0.113 0.010 -0.217
Cl 2.461005 0.066116 0.431277 0.074 -0.249 0.022
H -1.826981 -2.626034 -0.461332 -0.333 0.027 -0.046
C -0.961603 -0.505569 -0.090290 -1.005 -0.594 -0.191
P -0.528345 -2.067650 -0.354631 0.491 0.224 0.133
Br -2.451858 0.565277 0.005582 0.419 -0.106 0.046
C 1.250789 1.213487 0.193799 0.609 0.679 0.133
```
Positions in Å, forces in eV/Å.

Values from the calculation:
2S+1: 3
Calculated total energy: -93970.8074 eV

=====

[3]
DFT (the ωB97M-V functional and the def2-TZVPD basis) results for C2H3BrF2S as an isolated structure.

```
9
Properties=species:S:1:pos:R:3:forces:R:3
C -0.200696 0.364139 -0.429282 -1.539 -0.481 -0.344
Br -1.930888 -2.589985 0.244513 -0.245 -1.042 -0.136
H -0.813380 0.920536 -1.157278 0.756 -0.285 0.144
H 0.561000 -0.320891 -0.756570 0.497 0.212 0.199
C -0.801708 -2.171687 -1.239287 0.096 0.406 -0.258
S -1.118608 0.188611 0.987121 -0.083 1.528 -0.296
F 0.063262 -3.123227 -1.560587 0.678 -0.368 0.719
H -0.308745 -0.505068 1.737298 0.753 -0.557 0.503
F -1.484789 -1.986772 -2.349798 -0.913 0.586 -0.532
```
Positions in Å, forces in eV/Å.

Values from the calculation:
2S+1: 1
ΔE to the lowest compared entry with this formula, charge and spin: 3.3278 eV

=====

[4]
DFT (the ωB97M-V functional and the def2-TZVPD basis) results for a 2-piece molecular cluster, C2H3BrFNO2 overall.

```
10
Properties=species:S:1:pos:R:3:forces:R:3
H 1.102777 0.172678 0.559834 1.324 0.901 0.754
N 1.108603 0.962983 -2.284378 -0.195 -2.012 0.052
C 0.106885 1.006384 -1.208348 0.631 2.445 -1.707
Br 1.952263 3.349619 0.327514 -0.135 -0.176 -0.146
H -0.716974 0.653234 0.634101 1.051 -0.295 0.239
O 1.883078 0.012077 -2.039001 -0.057 1.126 -0.429
F -0.863949 1.883838 -1.547661 0.879 -1.404 1.045
H -0.017268 -0.848536 -0.119779 -0.171 1.411 -0.013
C 0.172885 0.268382 0.087079 -3.054 -1.551 -1.903
O 1.069704 1.600027 -3.341907 -0.272 -0.446 2.107
```
Positions in Å, forces in eV/Å.

Values from the calculation:
2S+1: 1
ΔE to the lowest compared entry with this formula, charge and spin: 2.7783 eV

=====

[5]
DFT (the ωB97M-V functional and the def2-TZVPD basis) results for the molecule C2H3BrN2S.

```
9
Properties=species:S:1:pos:R:3:forces:R:3
H -1.367323 -0.641270 0.813387 -0.584 -0.767 -0.431
S 0.714336 -0.966917 -0.411497 -0.088 -0.442 1.232
N -0.429253 1.130053 -1.504773 -0.447 -0.339 -1.778
C 0.370852 0.162922 -1.673994 -1.294 0.808 1.001
Br -2.869735 1.611606 -0.203574 0.735 -0.503 -0.529
C -0.384884 -0.225573 0.766633 -1.828 1.062 -2.557
H -0.113004 -0.153089 1.782006 1.219 1.138 0.867
H 0.817176 -0.006976 -2.590512 1.028 -0.072 -1.665
N -0.971334 1.380467 -0.363681 1.258 -0.884 3.860
```
Positions in Å, forces in eV/Å.

Values from the calculation:
2S+1: 1
ΔE to the lowest compared entry with this formula, charge and spin: 3.7092 eV

=====

[6]
DFT (the ωB97M-V functional and the def2-TZVPD basis) results for a 2-piece molecular cluster, C2H3BrNO3S overall.

```
11
Properties=species:S:1:pos:R:3:forces:R:3
O 1.787187 1.169174 0.889622 0.273 0.423 0.755
Br 1.384189 -2.105320 -2.697577 0.009 0.233 0.476
H 1.101819 0.310266 -1.918244 -0.250 -1.664 0.730
O -0.465838 -1.964371 0.003132 -0.219 -0.670 -1.442
O 3.162483 -0.972391 1.229295 0.155 -0.280 0.826
S 2.683364 0.098974 0.325690 1.155 0.337 -0.520
H -1.251651 0.065567 0.705564 1.000 0.135 -1.247
H 0.222322 0.710306 0.567415 1.101 0.676 -0.346
C -0.111654 -0.920113 -0.544268 0.169 -0.565 2.636
C 0.891308 -0.728759 -1.514969 0.180 0.893 -3.298
N -0.494601 0.280367 -0.003481 -3.572 0.484 1.431
```
Positions in Å, forces in eV/Å.

Values from the calculation:
2S+1: 3
Net charge: -1
ΔE to the lowest compared entry with this formula, charge and spin: 0.0000 eV

=====

[7]
DFT (the ωB97M-V functional and the def2-TZVPD basis) results for C2H3BrO as an isolated structure.

```
7
Properties=species:S:1:pos:R:3:forces:R:3
H 0.876249 0.935047 -0.966630 -0.580 1.381 0.133
H 1.606646 -0.699087 -1.057719 -1.899 0.780 0.863
Br -1.637578 1.815653 0.647766 -0.656 4.206 -1.549
O -1.354215 0.273284 1.201466 3.729 -6.117 -0.766
C -0.022910 -0.615861 0.250033 -3.497 0.596 2.276
C 0.744846 -0.044972 -0.611315 2.657 -1.866 -1.011
H -0.213038 -1.664065 0.536399 0.246 1.021 0.055
```
Positions in Å, forces in eV/Å.

Values from the calculation:
2S+1: 1
ΔE to the lowest compared entry with this formula, charge and spin: 4.4187 eV

=====

[8]
DFT (the ωB97M-V functional and the def2-TZVPD basis) results for a 2-piece molecular cluster, C2H3BrO overall.

```
7
Properties=species:S:1:pos:R:3:forces:R:3
O 0.276055 0.845699 1.533455 1.091 0.692 1.391
H 1.217590 1.058364 1.423148 -0.173 -0.266 -0.925
H -1.202892 0.474013 -2.518455 -0.330 0.172 -0.393
H 0.283123 1.077905 2.484757 -0.927 -0.331 -0.416
Br 0.541956 -2.121708 0.099213 -0.412 0.370 -0.652
C -0.279283 -1.031274 -1.111172 -0.611 0.674 -0.788
C -0.836549 -0.302998 -1.910947 1.362 -1.311 1.783
```
Positions in Å, forces in eV/Å.

Values from the calculation:
2S+1: 1
ΔE to the lowest compared entry with this formula, charge and spin: 2.5177 eV

=====

[9]
DFT (the ωB97M-V functional and the def2-TZVPD basis) results for the molecule C2H3BrO.

```
7
Properties=species:S:1:pos:R:3:forces:R:3
H 0.424579 -0.340016 1.399208 -0.503 0.759 1.275
O 0.758169 -1.294534 -0.277311 -1.508 2.081 -0.333
H -0.592173 0.255480 -1.443055 0.887 0.395 -1.738
C 0.672557 -0.118408 0.391162 1.406 0.161 -1.865
H 1.528258 0.591448 0.240630 -0.350 -0.600 0.497
Br -2.261477 0.378103 0.119643 -0.622 0.135 0.663
C -0.529912 0.527926 -0.430280 0.691 -2.932 1.500
```
Positions in Å, forces in eV/Å.

Values from the calculation:
2S+1: 1
ΔE to the lowest compared entry with this formula, charge and spin: 4.2645 eV

=====

[10]
DFT (the ωB97M-V functional and the def2-TZVPD basis) results for the molecule C2H3BrS.

```
7
Properties=species:S:1:pos:R:3:forces:R:3
H 0.561686 0.664644 1.408822 -0.299 0.085 -0.603
Br 0.465659 1.536048 -1.523206 0.294 -1.617 0.560
C 0.206162 -0.332442 -0.539125 1.174 0.321 -0.932
C -0.205623 0.179676 0.784979 -1.299 -1.577 1.486
H -0.582252 -0.773851 -1.194801 0.712 0.204 1.004
S -1.627722 -0.263178 1.502731 1.337 0.696 -0.865
H 1.182090 -1.010897 -0.439401 -1.920 1.889 -0.650
```
Positions in Å, forces in eV/Å.

Values from the calculation:
2S+1: 1
ΔE to the lowest compared entry with this formula, charge and spin: 0.6218 eV